DFT (ωB97M-V/def2-TZVPD) results for an isolated molecule of C25H35N5O4 in a non-equilibrium geometry.

**LUMO energy**: 0.7 eV
**HOMO**: -7.571 eV
**Relative energy (zero: lowest compared OMol25 entry of this formula, charge and spin)**: 30.5 kcal per mole
**SMILES**: CC(C)C[C@H](NC(=O)c1nc[nH]c1C(=O)N1CCN(c2ccccc2)CC1)C(=O)OC(C)(C)C
**HOMO-LUMO gap**: 8.27 eV

Atoms and positions in Å:
C 3.406 -5.055 0.881
C 2.469 -4.042 1.539
C 3.271 -2.868 2.091
C 1.415 -3.593 0.522
C 0.316 -2.694 1.098
N -0.888 -2.837 0.306
C -1.796 -1.851 0.207
O -1.694 -0.790 0.802
C -2.908 -2.162 -0.705
N -3.245 -3.442 -1.040
C -4.305 -3.349 -1.791
N -4.677 -2.062 -1.980
C -3.784 -1.278 -1.308
C -3.949 0.193 -1.222
O -5.063 0.660 -1.025
N -2.845 0.944 -1.370
C -1.558 0.495 -1.849
C -1.109 1.410 -3.000
N -1.082 2.802 -2.620
C 0.045 3.348 -2.011
C 1.167 2.585 -1.672
C 2.295 3.184 -1.140
C 2.341 4.548 -0.919
C 1.239 5.316 -1.257
C 0.114 4.730 -1.800
C -2.403 3.215 -2.194
C -2.883 2.349 -1.022
C 0.733 -1.209 1.026
O 1.025 -0.673 -0.014
O 0.815 -0.698 2.237
C 1.163 0.696 2.461
C 0.194 1.613 1.716
C 2.606 0.950 2.027
C 1.011 0.868 3.972
H 2.851 -5.913 0.508
H 3.932 -4.596 0.047
H 4.144 -5.411 1.596
H 1.955 -4.536 2.372
H 2.636 -2.205 2.670
H 4.069 -3.228 2.737
H 3.718 -2.300 1.277
H 1.898 -3.066 -0.305
H 0.939 -4.488 0.112
H 0.113 -2.944 2.148
H -1.086 -3.711 -0.158
H -4.824 -4.183 -2.218
H -5.481 -1.710 -2.475
H -1.631 -0.532 -2.208
H -0.829 0.527 -1.034
H -0.131 1.102 -3.366
H -1.825 1.316 -3.826
H 1.174 1.515 -1.802
H 3.145 2.568 -0.886
H 3.221 5.008 -0.497
H 1.258 6.386 -1.106
H -0.715 5.361 -2.084
H -3.088 3.099 -3.041
H -2.404 4.258 -1.888
H -2.223 2.510 -0.161
H -3.910 2.596 -0.748
H -0.815 1.217 1.801
H 0.461 1.674 0.665
H 0.232 2.612 2.142
H 3.293 0.337 2.606
H 2.849 1.998 2.179
H 2.722 0.713 0.973
H -0.024 0.699 4.259
H 1.638 0.151 4.496
H 1.303 1.873 4.264

natural (NBO) population analysis, charges in e, atoms 1 to 8: C -0.60; C -0.21; C -0.62; C -0.38; C -0.14; N -0.59; C 0.66; O -0.63



DFT (ωB97M-V/def2-TZVPD) results for an isolated molecule of C4H11NO2 in a non-equilibrium geometry.

**LUMO energy**: 0.8 eV
**HOMO**: -9.174 eV
**Relative energy (zero: lowest compared OMol25 entry of this formula, charge and spin)**: 34.3 kcal per mole
**SMILES**: C[C@H](O)[C@H](N)CO
**HOMO-LUMO gap**: 9.99 eV

Atoms and positions in Å:
C -1.799 0.870 0.231
C -0.818 -0.221 0.585
O -0.104 0.162 1.789
C 0.255 -0.541 -0.474
N 0.733 -1.936 -0.240
C 1.348 0.550 -0.527
O 1.489 1.098 -1.836
H -2.447 1.143 1.068
H -2.513 0.531 -0.521
H -1.302 1.772 -0.138
H -1.345 -1.154 0.813
H -0.784 0.242 2.471
H -0.293 -0.574 -1.420
H 0.351 -2.310 0.613
H 1.734 -1.918 -0.166
H 0.921 1.350 0.071
H 2.284 0.215 -0.089
H 2.290 0.720 -2.228

natural (NBO) population analysis, charges in e, atoms 1 to 8: C -0.64; C 0.09; O -0.74; C -0.09; N -0.83; C -0.08; O -0.72; H 0.21



DFT (ωB97M-V/def2-TZVPD) results for a structure of composition C34H39N3O3Si in a non-equilibrium geometry.

**LUMO energy**: 0.4 eV
**HOMO**: -7.375 eV
**HOMO-LUMO gap**: 7.81 eV

Atoms and positions in Å:
C -5.434 -1.062 -0.946
Si -4.993 0.504 -0.035
C -6.116 1.928 -0.491
C -5.022 0.239 1.810
O -3.473 0.935 -0.562
C -2.164 0.905 -0.022
C -2.040 2.032 1.033
C -2.882 3.142 0.964
C -2.824 4.151 1.935
C -1.861 4.075 2.948
C -0.940 3.023 2.963
C -1.025 2.010 1.995
C -1.892 -0.511 0.508
C -1.871 -0.813 1.872
C -1.512 -2.100 2.292
C -1.329 -3.112 1.352
C -1.476 -2.830 -0.009
C -1.842 -1.550 -0.424
C -1.209 1.240 -1.188
C -1.448 2.646 -1.796
C -0.372 3.555 -1.232
C 0.738 2.645 -0.690
N 0.197 1.275 -0.769
C 0.969 0.177 -0.636
C 2.296 0.216 -0.207
C 3.073 -0.959 0.061
C 4.220 -0.777 0.989
C 4.967 -1.928 1.224
C 6.016 -1.954 2.136
C 6.294 -0.829 2.919
C 5.485 0.300 2.799
C 4.440 0.333 1.867
H -6.401 -1.441 -0.578
H -5.520 -0.866 -2.025
H -4.671 -1.842 -0.795
H -7.152 1.668 -0.224
H -5.845 2.849 0.046
H -6.073 2.131 -1.571
H -6.075 0.211 2.131
H -4.549 -0.712 2.092
H -4.520 1.052 2.354
H -3.629 3.213 0.170
H -3.536 4.984 1.882
H -1.811 4.862 3.707
H -0.159 2.974 3.734
H -0.325 1.174 2.034
H -2.107 -0.041 2.609
H -1.435 -2.303 3.364
H -1.003 -4.103 1.661
H -1.361 -3.616 -0.754
H -2.039 -1.350 -1.483
H -1.316 0.468 -1.961
H -1.299 2.528 -2.877
H -2.477 2.990 -1.636
H 0.020 4.219 -2.005
H -0.774 4.180 -0.432
H 1.658 2.734 -1.287
H 0.996 2.921 0.347
H 0.450 -0.796 -0.757
H 2.756 1.140 0.190
H 2.519 -1.949 0.317
H 4.680 -2.856 0.699
H 6.606 -2.872 2.224
H 7.130 -0.841 3.612
H 5.678 1.153 3.451
H 3.761 1.196 1.937
C 5.020 -2.174 -4.323
N 4.044 -2.586 -3.361
C 3.889 -1.812 -2.212
O 4.618 -0.825 -2.056
N 2.895 -2.152 -1.349
C 2.179 -3.318 -1.526
O 1.240 -3.605 -0.730
C 2.414 -4.160 -2.699
C 3.370 -3.756 -3.563
H 5.027 -2.932 -5.099
H 4.745 -1.210 -4.749
H 6.004 -2.087 -3.867
H 1.814 -5.074 -2.839
H 3.598 -4.277 -4.463

Mulliken population analysis, charges in e, atoms 1 to 8: C -1.09; Si 0.42; C -1.14; C -0.89; O -0.30; C 1.95; C 0.25; C -0.39



DFT (ωB97M-V/def2-TZVPD) results for a structure of composition C34H50N3OP2ReS in a non-equilibrium geometry.

**LUMO energy (alpha / beta)**: -8.9 / -11.2 eV
**HOMO (alpha / beta)**: -17.050 / -17.318 eV
**Spin multiplicity**: 4
**Relative energy (zero: lowest compared OMol25 entry of this formula, charge and spin)**: 3.2 kcal per mole
**Expectation value of S²**: 3.799
**Total charge**: +3
**HOMO-LUMO gap (alpha / beta)**: 8.14 / 6.08 eV

Atoms and positions in Å:
C 2.572 0.559 -0.741
C 0.641 1.683 -1.620
C 3.389 1.212 -1.669
C 1.439 2.182 -2.662
C 2.805 1.998 -2.651
H 4.462 1.084 -1.592
H 0.914 2.812 -3.399
H 3.421 2.528 -3.381
N 1.228 0.782 -0.760
P 1.808 -1.578 0.889
P -1.493 1.677 0.096
C 3.165 -0.405 0.275
H 4.026 -0.951 -0.159
H 3.591 0.105 1.161
C -1.035 -1.319 2.024
O -1.649 -2.038 2.770
C -0.724 2.309 -1.540
H -1.277 2.068 -2.431
C -3.399 1.302 0.009
C -1.300 3.526 0.588
C 1.959 -2.999 -0.444
C 2.579 -2.251 2.525
C -3.706 -0.112 0.532
H -3.459 -0.221 1.596
H -4.785 -0.299 0.414
H -3.175 -0.884 -0.036
C -4.223 2.279 0.861
H -3.947 2.223 1.922
H -4.140 3.317 0.525
H -5.286 1.996 0.786
C -3.836 1.367 -1.458
H -4.915 1.139 -1.495
H -3.712 2.360 -1.899
H -3.288 0.631 -2.064
C -1.750 3.815 2.023
H -1.612 2.953 2.685
H -1.126 4.630 2.415
H -2.792 4.149 2.070
C 0.181 3.925 0.492
H 0.814 3.335 1.165
H 0.576 3.840 -0.525
H 0.242 4.987 0.771
C -2.076 4.361 -0.469
H -2.606 3.778 -1.235
H -2.806 5.020 0.017
H -1.363 4.988 -1.024
C 1.714 -3.404 3.061
H 1.999 -3.584 4.109
H 0.641 -3.164 3.049
H 1.879 -4.343 2.519
C 2.583 -1.141 3.583
H 3.168 -0.266 3.278
H 1.574 -0.810 3.845
H 3.048 -1.544 4.497
C 4.041 -2.700 2.366
H 4.512 -2.689 3.360
H 4.137 -3.728 2.005
H 4.628 -2.029 1.727
C 1.690 -2.443 -1.850
H 1.972 -3.196 -2.602
H 0.626 -2.277 -2.016
H 2.226 -1.508 -2.054
C 0.885 -4.044 -0.105
H -0.093 -3.569 0.053
H 0.781 -4.743 -0.951
H 1.130 -4.638 0.782
C 3.351 -3.645 -0.500
H 4.152 -2.910 -0.659
H 3.579 -4.248 0.383
H 3.387 -4.340 -1.354
Re -0.067 -0.243 0.811
N -0.800 -1.374 -0.586
C -1.378 -1.373 -1.668
C -1.678 -1.165 -3.060
C -2.421 -2.355 -3.280
C -1.445 -0.249 -4.189
C -2.856 -2.724 -4.531
H -2.585 -2.938 -2.360
C -1.926 -0.681 -5.469
H -0.900 0.710 -4.102
C -2.600 -1.883 -5.598
H -3.348 -3.675 -4.553
H -1.724 -0.059 -6.343
H -2.941 -2.215 -6.560
S 1.752 2.698 4.158
C 0.281 1.966 4.751
C -0.286 1.143 3.819
N 0.465 1.038 2.633
C 1.571 1.816 2.690
H -0.123 2.166 5.743
H -1.231 0.594 3.925
H 2.296 1.905 1.883

Mulliken population analysis, charges in e, atoms 1 to 8: C -0.54; C -0.31; C -0.70; C -0.81; C -1.06; H 0.67; H 0.61; H 0.48



DFT (ωB97M-V/def2-TZVPD) results for a cluster of 2 separate species, C3H9NO2S2 in total in a non-equilibrium geometry.

**LUMO energy**: 0.3 eV
**HOMO**: -9.307 eV
**Relative energy (zero: lowest compared OMol25 entry of this formula, charge and spin)**: 38.3 kcal per mole
**SMILES**: N[C@H](C=O)CSS.O
**HOMO-LUMO gap**: 9.60 eV

Atoms and positions in Å:
N -0.484 -0.541 -0.745
C 0.659 0.288 -0.241
C 1.746 0.467 -1.253
O 1.587 0.553 -2.441
C 1.003 -0.369 1.076
S -0.273 -0.150 2.430
S -1.715 1.086 1.819
H -1.271 0.069 -0.960
H -0.237 -0.861 -1.689
H 0.238 1.290 0.030
H 2.723 0.772 -0.814
H 1.896 0.142 1.542
H 1.104 -1.433 0.980
H -2.557 0.221 1.254
O 0.018 -1.823 -4.199
H 0.019 -0.884 -4.019
H 0.735 -2.285 -3.753

natural (NBO) population analysis, charges in e, atoms 1 to 8: N -0.83; C -0.22; C 0.44; O -0.52; C -0.50; S 0.08; S -0.12; H 0.36



DFT (ωB97M-V/def2-TZVPD) results for a cluster of 2 separate species, C5H14NSe in total in a non-equilibrium geometry.

**LUMO energy**: -4.1 eV
**HOMO**: -11.807 eV
**Relative energy (zero: lowest compared OMol25 entry of this formula, charge and spin)**: 9.9 kcal per mole
**Total charge**: +1
**HOMO-LUMO gap**: 7.75 eV

Atoms and positions in Å:
C -2.353 0.184 -1.652
C 0.707 -1.688 -0.791
C -1.276 -1.576 0.482
C 2.393 2.663 2.492
C -1.036 -0.368 -1.549
N -0.579 -1.129 -0.644
Se 1.824 1.030 1.607
H -2.933 0.200 -0.763
H -2.841 -0.104 -2.488
H -2.266 1.261 -2.093
H 1.159 -1.297 -1.619
H 1.445 -1.391 -0.054
H 0.588 -2.729 -0.724
H -0.529 -1.726 1.173
H -1.883 -0.863 0.951
H -1.981 -2.366 0.176
H 1.542 3.347 2.636
H 2.781 2.427 3.421
H 3.041 3.212 1.767
H -0.319 -0.227 -2.449
H 2.515 1.140 0.120

natural (NBO) population analysis, charges in e, atoms 1 to 8: C -0.72; C -0.42; C -0.44; C -0.76; C 0.31; N -0.23; Se -0.03; H 0.25



DFT (ωB97M-V/def2-TZVPD) results for an isolated molecule of C2H4N2S2 in a non-equilibrium geometry.

**LUMO energy (alpha / beta)**: -0.2 / -1.5 eV
**HOMO (alpha / beta)**: -8.936 / -8.014 eV
**Relative energy (zero: lowest compared OMol25 entry of this formula, charge and spin)**: 99.4 kcal per mole
**HOMO-LUMO gap (alpha / beta)**: 8.70 / 6.56 eV

Atoms and positions in Å:
C -1.025 -0.329 0.667
C -0.254 -0.236 -0.603
N -0.932 -1.316 1.357
N 1.310 1.921 -0.602
S 0.002 -2.585 1.330
S 1.432 0.491 -0.061
H -1.832 0.340 0.855
H -0.087 -1.156 -1.015
H -0.799 0.467 -1.406
H 2.184 2.404 -0.523

natural (NBO) population analysis, charges in e, atoms 1 to 8: C 0.06; C -0.58; N -0.50; N -0.91; S 0.24; S 0.66; H 0.20; H 0.22



DFT (ωB97M-V/def2-TZVPD) results for an isolated molecule of C3H9NO in a non-equilibrium geometry.

**LUMO energy**: 1.0 eV
**HOMO**: -8.881 eV
**Relative energy (zero: lowest compared OMol25 entry of this formula, charge and spin)**: 37.2 kcal per mole
**SMILES**: NCCCO
**HOMO-LUMO gap**: 9.87 eV

Atoms and positions in Å:
N 1.477 -0.401 1.578
C 1.042 -0.339 0.177
C -0.408 -0.712 0.090
C -1.388 0.437 -0.367
O -0.793 0.907 -1.539
H 1.544 0.425 2.089
H 2.403 -0.908 1.826
H 1.282 0.647 -0.355
H 1.578 -1.201 -0.297
H -0.733 -1.084 1.054
H -0.523 -1.593 -0.562
H -1.392 1.155 0.450
H -2.389 0.077 -0.626
H -1.247 1.717 -1.713

natural (NBO) population analysis, charges in e, atoms 1 to 8: N -0.87; C -0.23; C -0.43; C -0.07; O -0.72; H 0.35; H 0.36; H 0.20



DFT (ωB97M-V/def2-TZVPD) results for a cluster of 3 separate species, H6O3 in total.

**LUMO energy**: 0.5 eV
**HOMO**: -11.076 eV
**Relative energy (zero: lowest compared OMol25 entry of this formula, charge and spin)**: 10.7 kcal per mole
**SMILES**: O.O.O
**HOMO-LUMO gap**: 11.58 eV

Atoms and positions in Å:
O -0.074 0.132 1.059
H 0.372 0.689 0.421
H -0.539 0.746 1.628
O -0.794 -3.080 0.534
H -0.630 -3.373 -0.362
H -1.148 -2.196 0.437
O 1.106 2.434 -0.894
H 0.172 2.439 -1.104
H 1.536 2.211 -1.719

natural (NBO) population analysis, charges in e, atoms 1 to 8: O -0.95; H 0.48; H 0.47; O -0.94; H 0.46; H 0.48; O -0.94; H 0.47



DFT (ωB97M-V/def2-TZVPD) results for the ion C3H9N2O2 with charge +1 in a non-equilibrium geometry.

**LUMO energy**: -4.1 eV
**HOMO**: -14.705 eV
**Relative energy (zero: lowest compared OMol25 entry of this formula, charge and spin)**: 99.4 kcal per mole
**Total charge**: +1
**SMILES**: COC(=[NH2+])CON
**HOMO-LUMO gap**: 10.65 eV

Atoms and positions in Å:
C 1.328 1.551 0.060
O 1.233 0.183 -0.368
C 0.412 -0.673 0.151
N 0.508 -1.927 -0.248
C -0.672 -0.247 1.074
O -1.552 0.543 0.390
N -1.507 -0.018 -0.990
H 0.315 2.043 -0.035
H 2.093 1.912 -0.686
H 1.603 1.709 1.038
H 1.174 -2.213 -1.010
H -0.136 -2.669 -0.159
H -1.157 -1.050 1.568
H -0.223 0.271 1.981
H -0.915 0.703 -1.418
H -2.503 -0.118 -1.349

natural (NBO) population analysis, charges in e, atoms 1 to 8: C -0.27; O -0.44; C 0.74; N -0.69; C -0.17; O -0.38; N -0.56; H 0.21



DFT (ωB97M-V/def2-TZVPD) results for a structure of composition C8H32O8 in a non-equilibrium geometry.

**LUMO energy**: 0.1 eV
**HOMO**: -9.510 eV
**Relative energy (zero: lowest compared OMol25 entry of this formula, charge and spin)**: 205.4 kcal per mole
**HOMO-LUMO gap**: 9.63 eV

Atoms and positions in Å:
C -2.362 0.936 1.731
O -2.083 2.061 0.848
H -1.749 0.926 2.633
H -3.437 0.870 1.902
H -2.163 0.055 1.120
H -2.843 2.165 0.271
C 1.652 2.699 -1.969
O 3.033 2.597 -1.704
H 1.389 2.027 -2.785
H 1.028 2.188 -1.236
H 1.326 3.689 -2.288
H 3.120 3.251 -1.007
C 1.009 -3.056 -1.571
O 0.663 -1.835 -2.215
H 0.196 -3.293 -0.885
H 1.261 -3.844 -2.280
H 1.895 -2.871 -0.963
H 0.741 -1.096 -1.608
C -0.058 0.087 -0.298
O 1.076 -0.730 0.033
H -0.483 0.687 0.508
H 0.319 0.930 -0.877
H -0.797 -0.459 -0.884
H 0.993 -0.894 0.975
C -2.409 -1.474 -1.155
O -3.062 -2.685 -0.950
H -3.044 -0.819 -1.750
H -2.269 -0.910 -0.233
H -1.462 -1.646 -1.667
H -3.810 -2.486 -0.382
C -1.036 3.304 -0.806
O -1.861 3.545 -1.959
H -1.560 3.619 0.096
H -0.932 2.225 -0.694
H -0.053 3.772 -0.749
H -1.536 2.933 -2.624
C 0.010 -0.227 2.852
O 0.199 -1.258 1.903
H -0.817 -0.479 3.516
H 0.848 -0.040 3.525
H -0.173 0.747 2.398
H 0.236 -2.072 2.410
C 2.804 -2.178 1.467
O 4.099 -2.711 1.804
H 2.394 -1.358 2.056
H 2.829 -1.859 0.425
H 2.148 -3.042 1.356
H 4.731 -1.994 1.710

natural (NBO) population analysis, charges in e, atoms 1 to 8: C -0.28; O -0.75; H 0.19; H 0.18; H 0.17; H 0.49; C -0.27; O -0.70



DFT (ωB97M-V/def2-TZVPD) results for a cluster of 2 separate species, C4H13N3 in total in a non-equilibrium geometry.

**LUMO energy (alpha / beta)**: -3.5 / -3.5 eV
**HOMO (alpha / beta)**: -11.415 / -13.177 eV
**Spin multiplicity**: 2
**Relative energy (zero: lowest compared OMol25 entry of this formula, charge and spin)**: 39.5 kcal per mole
**Expectation value of S²**: 0.756
**Total charge**: +1
**HOMO-LUMO gap (alpha / beta)**: 7.95 / 9.70 eV

Atoms and positions in Å:
C -1.196 0.369 -0.336
C -0.138 1.142 0.326
C 1.102 0.465 -0.319
C 1.467 0.601 -1.593
N 0.754 1.467 -2.428
N 1.670 -0.536 0.601
N -2.148 -2.011 2.029
H -1.890 0.493 -1.146
H -1.413 -0.630 0.018
H 0.036 2.209 0.159
H -0.127 1.018 1.401
H 2.476 0.429 -1.951
H 0.120 1.116 -3.124
H 1.220 2.255 -2.836
H 2.282 -1.272 0.228
H 0.902 -1.011 1.087
H 2.094 -0.008 1.378
H -2.741 -2.404 1.313
H -1.950 -2.568 2.851
H -2.520 -1.124 2.343

natural (NBO) population analysis, charges in e, atoms 1 to 8: C -0.32; C -0.51; C 0.14; C 0.00; N -0.87; N -0.69; N -1.12; H 0.21